1.
This record from OMol25 describes a 10-piece molecular cluster, C62H144N8O2 overall at a distorted geometry. The level of theory is ωB97M-V/def2-TZVPD.

```
216
Properties=species:S:1:pos:R:3:mulliken_spin:R:1
N -3.30 -3.41 -0.12 0.000
H -2.49 -2.85 0.09 0.000
H -4.23 -3.02 -0.14 0.000
H -3.28 -4.10 0.62 0.000
H -3.15 -4.11 -0.83 0.000
C 0.58 -0.24 -0.10 0.000
C -0.94 -0.68 -0.07 -0.003
C -1.42 -1.17 -1.45 0.001
O -1.22 -1.69 0.79 0.000
H 1.15 -0.73 -0.89 0.000
H 1.10 -0.44 0.84 0.000
H 0.62 0.85 -0.16 -0.001
H -1.43 0.25 0.24 0.000
H -2.50 -1.16 -1.63 0.000
H -1.20 -2.23 -1.59 0.000
H -0.89 -0.66 -2.24 0.000
C 1.43 3.50 1.74 0.062
C 0.90 4.14 3.01 -0.004
C 0.95 3.13 4.13 0.019
O 1.31 5.43 3.41 0.924
H 1.17 4.20 0.95 -0.011
H 1.03 2.49 1.62 -0.010
H 2.50 3.33 1.85 -0.010
H -0.14 4.35 2.77 0.036
H 0.49 2.24 3.69 0.001
H 0.32 3.52 4.92 -0.003
H 1.80 2.59 4.54 -0.006
C -1.65 2.36 -2.62 0.000
C -1.84 3.84 -2.34 0.001
C -0.52 4.62 -2.11 0.000
N -0.76 6.12 -1.66 -0.001
C -1.11 6.18 -0.16 0.003
C -1.85 6.75 -2.50 0.000
C -1.47 8.25 -2.43 0.000
C 0.03 8.25 -2.43 0.000
C 0.52 6.96 -1.84 0.000
H -1.30 1.89 -1.71 0.000
H -0.83 2.25 -3.33 0.000
H -2.59 1.93 -2.94 0.000
H -2.44 4.05 -1.45 0.000
H -2.50 4.24 -3.11 0.000
H -0.07 4.60 -3.11 0.000
H 0.31 4.17 -1.56 -0.001
H -1.19 7.23 0.13 0.000
H -0.31 5.68 0.39 -0.001
H -2.07 5.71 0.06 0.000
H -2.83 6.50 -2.10 0.000
H -1.93 6.25 -3.46 0.000
H -1.87 8.59 -1.48 0.000
H -1.97 8.65 -3.31 0.000
H 0.38 9.08 -1.81 0.000
H 0.49 8.35 -3.41 0.000
H 0.93 7.14 -0.85 0.000
H 1.18 6.46 -2.54 0.000
C 6.50 0.60 -2.23 0.000
C 5.70 0.48 -3.56 0.000
C 4.08 0.32 -3.30 0.000
N 3.33 0.40 -4.63 0.000
C 3.52 -0.90 -5.37 0.000
C 3.64 1.60 -5.52 0.000
C 2.32 1.82 -6.39 0.000
C 1.21 1.64 -5.34 0.000
C 1.77 0.58 -4.38 0.000
H 6.30 -0.31 -1.66 0.000
H 6.25 1.47 -1.61 0.000
H 7.53 0.79 -2.53 0.000
H 6.06 -0.37 -4.13 0.000
H 5.84 1.42 -4.09 0.000
H 3.63 1.16 -2.77 0.000
H 3.87 -0.55 -2.67 0.000
H 3.17 -1.70 -4.72 0.000
H 4.57 -1.18 -5.46 0.000
H 2.93 -0.94 -6.29 0.000
H 4.51 1.49 -6.16 0.000
H 3.78 2.47 -4.87 0.000
H 2.10 1.03 -7.10 0.000
H 2.23 2.82 -6.81 0.000
H 0.34 1.18 -5.80 0.000
H 0.99 2.43 -4.61 0.000
H 1.19 -0.31 -4.62 0.000
H 1.63 0.90 -3.35 0.001
C -8.65 0.39 2.90 0.000
C -7.23 -0.14 2.57 0.000
C -6.18 0.49 3.51 0.000
N -4.81 0.52 2.82 0.000
C -4.29 -0.89 2.56 0.001
C -4.70 1.37 1.44 0.001
C -3.75 2.54 1.90 -0.005
C -2.81 1.91 2.97 0.012
C -3.85 1.13 3.83 0.002
H -9.45 0.10 2.21 0.000
H -8.61 1.47 2.96 0.000
H -9.02 -0.16 3.77 0.000
H -7.08 -0.03 1.50 0.000
H -7.17 -1.23 2.67 0.000
H -6.34 0.25 4.56 0.000
H -6.43 1.54 3.62 0.000
H -3.28 -0.78 2.17 0.000
H -5.01 -1.33 1.87 0.000
H -4.48 -1.38 3.52 0.000
H -4.35 0.69 0.67 0.000
H -5.73 1.69 1.25 0.000
H -3.26 3.19 1.17 0.002
H -4.32 3.35 2.36 0.000
H -2.14 1.30 2.36 -0.009
H -2.32 2.72 3.51 -0.003
H -3.34 0.42 4.49 0.000
H -4.47 1.63 4.56 0.000
C 4.05 0.73 0.56 0.001
C 5.14 1.23 1.43 0.000
C 4.87 0.74 2.91 -0.002
N 6.05 0.93 4.01 0.000
C 7.21 -0.09 3.75 0.000
C 5.48 0.80 5.43 0.000
C 5.45 2.21 5.97 -0.001
C 6.84 2.73 5.41 0.000
C 6.68 2.38 3.95 0.000
H 3.08 1.02 0.96 0.001
H 4.16 -0.34 0.41 0.000
H 4.12 1.19 -0.43 0.000
H 5.24 2.28 1.17 0.000
H 6.07 0.84 1.01 0.000
H 4.78 -0.35 2.89 0.000
H 4.01 1.25 3.32 0.002
H 8.09 0.12 4.36 0.000
H 7.66 0.23 2.81 0.000
H 6.88 -1.13 3.84 0.000
H 6.12 0.20 6.07 0.000
H 4.53 0.26 5.39 0.000
H 5.30 2.42 7.03 0.000
H 4.73 2.72 5.34 0.001
H 7.56 2.20 6.03 0.000
H 6.93 3.82 5.51 0.000
H 7.62 2.33 3.41 0.000
H 5.99 3.08 3.49 0.000
C -6.39 1.06 -4.09 0.000
C -5.83 -0.13 -4.91 0.000
C -4.39 -0.45 -4.51 0.000
N -3.54 -1.47 -5.47 0.000
C -2.19 -1.57 -4.85 0.000
C -4.22 -2.84 -5.47 0.000
C -4.95 -2.89 -6.74 0.000
C -4.22 -2.00 -7.68 0.000
C -3.54 -0.90 -6.86 0.000
H -6.13 0.98 -3.04 0.000
H -7.47 1.14 -4.26 0.000
H -5.89 1.98 -4.37 0.000
H -5.93 0.06 -5.98 0.000
H -6.37 -1.04 -4.64 0.000
H -4.27 -0.69 -3.45 0.000
H -3.80 0.45 -4.70 0.000
H -1.70 -0.60 -4.79 0.000
H -1.58 -2.22 -5.47 0.000
H -2.39 -2.09 -3.91 0.000
H -3.40 -3.54 -5.59 0.000
H -4.83 -3.02 -4.58 0.000
H -5.25 -3.84 -7.17 0.000
H -5.94 -2.47 -6.58 0.000
H -3.50 -2.55 -8.28 0.000
H -4.94 -1.59 -8.39 0.000
H -2.50 -0.87 -7.19 0.000
H -4.07 0.04 -7.05 0.000
C -3.37 -5.18 6.52 0.000
C -2.25 -4.68 5.56 0.000
C -1.10 -4.04 6.33 0.000
N -0.04 -3.33 5.36 0.000
C 0.83 -4.40 4.67 0.000
C 0.80 -2.45 6.22 0.000
C 1.41 -1.43 5.30 0.000
C 0.25 -1.09 4.28 0.000
C -0.71 -2.23 4.39 0.000
H -4.01 -5.89 6.00 0.000
H -3.93 -4.34 6.94 0.000
H -3.06 -5.72 7.42 0.000
H -2.61 -3.95 4.84 0.000
H -1.92 -5.59 5.06 0.000
H -0.56 -4.68 7.02 0.000
H -1.50 -3.18 6.87 0.000
H 0.33 -5.14 4.03 0.000
H 1.18 -5.03 5.48 0.000
H 1.66 -3.89 4.17 0.000
H 1.55 -2.91 6.87 0.000
H 0.18 -1.89 6.92 0.000
H 2.31 -1.70 4.76 0.000
H 1.67 -0.59 5.95 0.000
H 0.52 -0.79 3.26 0.000
H -0.28 -0.21 4.63 0.001
H -0.82 -2.67 3.40 0.000
H -1.66 -1.91 4.80 0.000
C 1.47 -3.46 -3.70 0.000
C 1.99 -3.26 -2.30 0.000
C 2.59 -4.56 -1.68 0.000
N 2.90 -4.51 -0.18 0.000
C 3.83 -3.26 0.02 0.000
C 3.44 -5.83 0.37 0.000
C 2.22 -6.68 0.51 0.000
C 1.00 -5.73 0.91 0.000
C 1.63 -4.32 0.72 0.000
H 0.50 -3.94 -3.61 0.000
H 1.96 -4.08 -4.45 0.000
H 1.36 -2.53 -4.26 0.000
H 1.10 -3.03 -1.73 0.000
H 2.64 -2.38 -2.29 0.000
H 3.54 -4.77 -2.18 0.000
H 1.84 -5.35 -1.71 0.000
H 3.24 -2.40 -0.31 0.000
H 4.76 -3.46 -0.51 0.000
H 3.91 -3.29 1.11 0.000
H 3.79 -5.62 1.38 0.000
H 4.19 -6.23 -0.32 0.000
H 2.36 -7.39 1.33 0.000
H 2.12 -7.30 -0.38 0.000
H 0.62 -5.88 1.92 0.000
H 0.12 -5.84 0.28 0.000
H 1.96 -3.85 1.65 0.000
H 0.89 -3.64 0.30 0.000
```

For the HOMO energy, the calculation gives -21.496 eV. Its total charge is +7. The expectation value of S² is 0.75. The calculation puts the molar mass at 1033.89 g/mol. As for the lowest unoccupied orbital energy: -13.45 eV. As for the spin multiplicity: 2. The value obtained for the frontier orbital gap is 8.049 eV.

2.
This record from OMol25 describes a 11-piece molecular cluster, C62H156N10O21 overall at a distorted geometry. The level of theory is ωB97M-V/def2-TZVPD.

```
249
Properties=species:S:1:pos:R:3:mulliken_spin:R:1
C 1.64 -2.31 -3.38 0.000
O 3.01 -1.87 -3.35 0.000
C 3.70 -2.13 -4.62 0.000
C 5.16 -1.82 -4.56 0.000
N 5.86 -2.59 -3.60 0.000
C 7.22 -2.10 -3.41 0.000
C 7.94 -2.75 -2.11 0.000
O 7.16 -2.68 -0.96 0.000
C 7.79 -3.16 0.19 0.000
H 1.20 -2.41 -4.37 0.000
H 1.09 -1.55 -2.82 0.000
H 1.54 -3.21 -2.78 0.000
H 3.24 -1.57 -5.44 0.000
H 3.59 -3.16 -4.98 0.000
H 5.29 -0.74 -4.47 0.000
H 5.70 -1.97 -5.49 0.000
H 5.38 -2.56 -2.71 0.000
H 7.20 -1.02 -3.33 0.000
H 7.78 -2.35 -4.30 0.000
H 8.87 -2.21 -1.99 0.000
H 8.17 -3.81 -2.25 0.000
H 8.67 -2.56 0.42 0.000
H 8.20 -4.17 0.13 0.000
H 7.19 -3.24 1.09 0.000
C -2.23 -3.91 -4.88 0.000
O -1.75 -4.01 -3.56 0.000
C -2.23 -3.02 -2.65 0.000
C -1.95 -3.37 -1.16 0.000
N -2.79 -4.55 -0.75 0.000
C -2.50 -4.96 0.66 0.000
C -3.17 -6.27 1.07 0.000
O -2.99 -7.30 0.08 0.000
C -3.69 -8.47 0.35 0.000
H -3.27 -4.22 -4.89 0.000
H -1.69 -4.54 -5.59 0.000
H -2.18 -2.91 -5.31 0.000
H -3.30 -2.84 -2.68 0.000
H -1.77 -2.04 -2.81 0.000
H -2.21 -2.50 -0.56 0.000
H -0.89 -3.60 -1.04 0.000
H -2.57 -5.33 -1.36 0.000
H -2.77 -4.19 1.37 0.000
H -1.43 -5.15 0.79 0.000
H -4.23 -6.01 0.99 0.000
H -3.01 -6.63 2.08 0.000
H -3.67 -9.24 -0.42 0.000
H -4.75 -8.21 0.36 0.000
H -3.51 -8.89 1.34 0.000
C -5.92 3.94 1.95 0.002
O -4.74 4.39 1.22 0.004
C -3.78 3.37 1.10 0.080
C -2.53 3.81 0.29 -0.021
N -1.79 4.88 0.98 0.789
C -0.58 5.51 0.34 0.007
C -0.99 6.36 -0.86 0.097
O -1.76 7.51 -0.44 0.005
C -2.32 8.21 -1.54 0.003
H -5.66 3.74 2.99 -0.001
H -6.33 3.07 1.43 0.000
H -6.62 4.77 1.91 0.000
H -4.17 2.45 0.68 -0.001
H -3.47 3.13 2.12 -0.010
H -2.96 4.18 -0.64 0.056
H -1.87 2.97 0.07 0.006
H -2.44 5.64 1.11 -0.029
H 0.12 4.75 -0.01 -0.029
H -0.01 6.04 1.10 0.014
H -1.46 5.65 -1.53 -0.004
H -0.07 6.71 -1.32 0.008
H -3.05 7.53 -1.98 0.000
H -1.59 8.39 -2.32 -0.001
H -2.87 9.12 -1.28 0.000
C -6.24 -3.59 2.53 0.000
O -5.33 -3.24 3.59 0.000
C -4.92 -4.37 4.34 0.000
C -3.97 -3.90 5.47 0.000
N -4.62 -3.25 6.62 0.000
C -5.51 -2.15 6.24 0.000
C -5.99 -1.43 7.57 0.000
O -6.81 -2.27 8.40 0.000
C -6.81 -1.84 9.74 0.000
H -7.20 -3.90 2.95 0.000
H -5.87 -4.42 1.94 0.000
H -6.47 -2.76 1.86 0.000
H -4.32 -4.99 3.68 0.000
H -5.71 -5.00 4.75 0.000
H -3.27 -3.17 5.07 0.000
H -3.40 -4.74 5.87 0.000
H -5.28 -3.93 6.97 0.000
H -6.43 -2.37 5.70 0.000
H -5.07 -1.34 5.65 0.000
H -6.54 -0.51 7.37 0.000
H -5.09 -1.09 8.09 0.000
H -7.52 -2.42 10.31 0.000
H -7.09 -0.79 9.79 0.000
H -5.85 -1.93 10.24 0.000
C 1.78 0.84 -4.53 0.000
O 1.51 2.23 -4.79 0.000
C 2.12 2.73 -5.93 0.000
C 2.01 4.25 -5.83 0.000
N 2.76 4.65 -4.67 0.000
C 2.57 6.04 -4.33 0.000
C 3.41 6.32 -3.12 0.000
O 2.69 5.98 -1.91 0.000
C 3.36 6.13 -0.71 0.000
H 2.70 0.68 -3.97 0.000
H 1.79 0.22 -5.43 0.000
H 1.05 0.44 -3.83 0.000
H 1.67 2.33 -6.83 0.000
H 3.18 2.49 -6.07 0.000
H 0.94 4.46 -5.81 0.000
H 2.42 4.62 -6.76 0.000
H 2.44 4.14 -3.86 0.000
H 1.53 6.31 -4.14 0.000
H 2.95 6.71 -5.11 0.000
H 3.73 7.36 -3.20 0.000
H 4.34 5.77 -3.23 0.000
H 2.69 6.11 0.15 0.001
H 4.00 7.01 -0.66 0.000
H 4.04 5.34 -0.40 0.000
C 1.69 2.51 -1.44 0.001
O 1.06 1.62 -0.54 -0.006
C 0.82 0.36 -1.07 -0.001
C 0.30 -0.46 0.09 0.001
N -1.12 -0.40 0.46 0.001
C -1.20 -1.10 1.76 0.000
C -2.64 -1.11 2.18 0.000
O -3.19 0.13 2.63 -0.003
C -4.64 0.13 2.68 0.000
H 1.13 2.73 -2.35 0.000
H 2.69 2.13 -1.67 0.000
H 1.74 3.51 -1.02 0.001
H 1.75 -0.05 -1.46 0.000
H 0.12 0.41 -1.90 0.000
H 0.95 -0.26 0.94 0.000
H 0.54 -1.49 -0.15 0.000
H -1.40 0.55 0.67 -0.001
H -0.59 -0.60 2.52 -0.001
H -0.89 -2.14 1.75 0.000
H -2.77 -1.77 3.04 0.000
H -3.18 -1.59 1.36 0.000
H -4.88 -0.35 3.63 0.000
H -5.14 -0.35 1.84 0.000
H -5.09 1.12 2.74 -0.001
C 5.38 0.88 -1.86 0.000
O 6.12 1.73 -2.73 0.000
C 5.31 2.68 -3.42 0.000
C 6.30 3.48 -4.37 0.000
N 7.23 2.73 -5.24 0.000
C 6.39 2.12 -6.35 0.000
C 7.20 1.04 -7.06 0.000
O 7.40 -0.12 -6.28 0.000
C 8.00 -1.13 -7.06 0.000
H 4.98 1.51 -1.06 0.000
H 6.03 0.19 -1.32 0.000
H 4.57 0.27 -2.25 0.000
H 4.83 3.36 -2.72 0.000
H 4.47 2.29 -4.00 0.000
H 7.01 3.98 -3.71 0.000
H 5.86 4.32 -4.91 0.000
H 7.42 1.92 -4.66 0.000
H 6.01 2.86 -7.06 0.000
H 5.51 1.63 -5.94 0.000
H 8.15 1.50 -7.33 0.000
H 6.74 0.82 -8.02 0.000
H 7.25 -1.54 -7.73 0.000
H 8.38 -1.91 -6.40 0.000
H 8.83 -0.78 -7.68 0.000
C 4.03 -2.03 0.11 0.000
O 3.37 -0.92 0.73 0.000
C 4.25 -0.13 1.59 0.000
C 3.40 0.83 2.40 -0.001
N 3.08 2.01 1.54 0.002
C 2.44 3.08 2.29 0.003
C 0.91 3.03 2.51 -0.009
O 0.57 1.97 3.36 -0.002
C -0.84 1.85 3.43 0.001
H 3.26 -2.54 -0.46 0.000
H 4.34 -2.67 0.94 0.000
H 4.82 -1.70 -0.56 0.000
H 5.08 0.35 1.09 0.000
H 4.66 -0.82 2.34 0.000
H 3.94 1.15 3.29 0.000
H 2.49 0.36 2.78 0.001
H 2.37 1.58 0.96 0.000
H 2.51 3.92 1.60 -0.001
H 3.03 3.39 3.15 0.000
H 0.27 2.95 1.64 0.024
H 0.64 3.98 2.97 0.001
H -1.31 1.67 2.46 0.004
H -1.32 2.68 3.94 -0.008
H -1.04 1.04 4.13 0.001
C 1.43 -0.81 5.19 0.000
O 1.53 -2.10 5.85 0.000
C 0.31 -2.75 5.86 0.000
C 0.30 -4.06 6.63 0.000
N 1.26 -4.95 6.02 0.000
C 1.36 -6.12 6.81 0.000
C 2.61 -6.99 6.32 0.000
O 3.76 -6.25 6.21 0.000
C 4.86 -6.88 5.57 0.000
H 2.23 -0.17 5.57 0.000
H 0.44 -0.39 5.35 0.000
H 1.68 -0.94 4.14 0.000
H 0.13 -2.97 4.81 0.000
H -0.49 -2.10 6.22 0.000
H -0.72 -4.44 6.57 0.000
H 0.57 -3.91 7.68 0.000
H 2.17 -4.52 5.96 0.000
H 0.43 -6.70 6.78 0.000
H 1.56 -5.88 7.85 0.000
H 2.38 -7.52 5.40 0.000
H 2.72 -7.83 7.00 0.000
H 5.18 -7.70 6.21 0.000
H 5.56 -6.05 5.50 0.000
H 4.69 -7.22 4.55 0.000
C -4.46 -0.38 -1.62 -0.001
O -4.31 1.06 -1.71 -0.001
C -3.29 1.59 -2.48 0.012
C -3.44 1.42 -4.03 0.001
N -4.49 2.31 -4.47 0.000
C -4.92 2.06 -5.85 0.000
C -5.95 3.04 -6.42 0.000
O -7.14 2.94 -5.64 0.000
C -8.19 3.69 -6.24 0.000
H -3.56 -0.77 -1.15 0.001
H -4.84 -0.94 -2.48 0.000
H -5.27 -0.45 -0.90 0.000
H -2.36 1.12 -2.14 0.000
H -3.06 2.62 -2.20 0.003
H -3.75 0.41 -4.31 0.000
H -2.50 1.69 -4.52 0.000
H -5.33 2.18 -3.91 0.000
H -5.36 1.07 -5.95 0.000
H -4.03 2.06 -6.48 0.000
H -6.13 2.90 -7.49 0.000
H -5.57 4.06 -6.31 0.000
H -7.88 4.66 -6.62 0.000
H -9.01 3.92 -5.55 0.000
H -8.65 3.03 -6.97 0.000
C -4.13 1.56 6.25 0.000
C -4.31 3.06 6.32 0.000
O -3.78 3.55 7.52 0.000
H -4.42 1.07 7.18 0.000
H -3.09 1.28 6.10 0.000
H -4.71 1.07 5.46 0.000
H -5.34 3.34 6.12 0.000
H -3.74 3.48 5.50 0.000
H -2.85 3.33 7.61 0.000
```

For the HOMO energy (alpha / beta), the calculation gives -9.978 / -9.978 eV. Its total charge is +1. The expectation value of S² is 0.75. The calculation puts the molar mass at 1377.98 g/mol. As for the lowest unoccupied orbital energy (alpha / beta): -1.76 / -7.11 eV. As for the spin multiplicity: 2. The value obtained for the frontier orbital gap (alpha / beta) is 8.218 / 2.865 eV.